The following is a DFT calculation (wB97M-V/def2-TZVPD) of a 2-piece molecular cluster, C4H11NO2 overall.

As for the spin multiplicity: 1. The calculation puts the HOMO-LUMO gap at 10.444 eV. For the HOMO energy, the calculation gives -9.633 eV. As for the total charge: 0. Its structure (SMILES) is CCC(=O)NC.O. The relative energy (zero: lowest compared OMol25 entry of this formula, charge and spin) is 56.16 kJ/mol.

Cartesian coordinates (Å):
C  0.9588  0.8554  -1.3414
C  0.8540  -0.6599  -1.5167
C  -0.2330  -1.3075  -0.6949
O  -1.4016  -1.2980  -1.0321
N  0.1773  -1.9046  0.4623
C  -0.8095  -2.6029  1.2566
H  0.6830  1.3829  -2.2546
H  0.3510  1.1499  -0.4876
H  1.9739  1.1233  -1.0504
H  1.8217  -1.1316  -1.2964
H  0.6729  -0.9427  -2.5516
H  1.1469  -2.1570  0.5304
H  -1.4221  -1.8863  1.8004
H  -0.3201  -3.2304  2.0167
H  -1.3727  -3.3116  0.6519
O  -0.7073  5.3730  1.6300
H  -1.1702  4.5319  1.7144
H  -1.2029  6.0163  2.1628